(1)
3 unconnected molecules or ions with the total composition C16H42O11P2Si. Source: OMol25; level of theory: ωB97M-V/def2-TZVPD.

Results
highest occupied orbital energy = -10.2 eV
SMILES = CCOP(=O)(OCC)OCC.CCOP(=O)(OCC)OCC.OCCOCOC[SiH3]
M = 500.535 g/mol
net charge = 0
LUMO energy = -0.042 eV
frontier orbital gap = 0.3724 Eh
spin multiplicity = 1

Each line ends with the Löwdin charge.
CARTESIAN COORDINATES (ANGSTROEM)
P  3.63971  -0.86749  2.84701  0.59
P  -1.69658  3.52587  -1.56150  0.58
Si  -2.26552  -2.98934  -4.27449  0.69
O  -4.74872  -1.65494  -0.47078  -0.06
O  2.37353  -1.91888  2.61250  -0.20
O  -1.70429  2.19586  -0.61506  -0.20
O  -1.49884  -2.94085  -1.71800  -0.20
O  -2.45748  -2.87545  0.36699  -0.10
O  4.39189  0.41976  2.94663  -0.22
O  -3.12383  3.96918  -1.55095  -0.22
O  4.41434  -1.55700  1.56943  -0.22
O  -1.04986  4.61030  -0.50529  -0.22
O  4.26515  -1.76553  4.06133  -0.20
O  -0.16635  3.21196  -2.13332  -0.20
C  1.56355  -1.07375  0.43964  -0.07
C  -4.82112  -3.05898  -0.36127  -0.23
C  6.65800  -0.74400  1.09325  -0.07
C  2.47380  -1.82538  5.72830  -0.08
C  5.19825  -0.76064  0.68252  -0.31
C  0.31374  5.39255  -3.18272  -0.08
C  -1.38095  -3.37298  -0.38515  -0.24
C  -3.60894  -3.70790  0.35868  -0.18
C  -2.27653  0.98958  -1.12778  -0.27
C  1.23105  -1.42958  1.87787  -0.26
C  -1.74335  5.81622  -0.18990  -0.31
C  3.90959  -1.44516  5.40546  -0.29
C  0.24108  3.88493  -3.34262  -0.27
C  -2.59398  5.65889  1.05565  -0.07
C  -2.01659  -3.91626  -2.61403  -0.39
C  -1.40835  0.34811  -2.19491  -0.07
H  -2.33970  6.15547  -1.03720  0.10
H  -0.93569  -2.42379  -4.59937  -0.06
H  -0.48153  -2.87074  0.01971  0.11
H  1.76859  -1.20547  5.16886  0.06
H  -3.28124  1.18551  -1.51311  0.12
H  -2.37518  0.30475  -0.28451  0.11
H  -0.44320  3.61824  -4.15238  0.11
H  -3.17140  4.73482  1.03557  0.07
H  0.75242  5.85025  -4.07018  0.08
H  2.27070  -1.68697  6.79125  0.08
H  2.21872  -0.19954  0.39380  0.08
H  -3.15083  -1.82580  -4.05291  -0.06
H  -1.37363  0.96502  -3.09777  0.07
H  -1.96482  5.61487  1.94637  0.07
H  4.58565  -2.00504  6.05163  0.12
H  -3.90492  -3.90234  1.39675  0.12
H  -1.31732  -4.74720  -2.79471  0.08
H  7.12738  -1.70585  0.87953  0.07
H  -4.94103  -3.46105  -1.37423  0.11
H  2.27832  -2.86372  5.46240  0.08
H  0.81115  -0.56475  2.39736  0.12
H  7.20343  0.03309  0.55548  0.08
H  -3.28460  6.49689  1.16224  0.08
H  6.77411  -0.57124  2.16296  0.07
H  -3.38915  -4.65622  -0.14407  0.11
H  5.10767  -1.20622  -0.31130  0.11
H  -2.99589  -4.32097  -2.32545  0.06
H  -0.98562  6.58411  -0.01516  0.12
H  4.79559  0.24971  0.60765  0.10
H  -5.73896  -3.33071  0.18315  0.11
H  -2.77640  -3.86259  -5.34107  -0.08
H  0.90916  5.66227  -2.31153  0.09
H  -4.28838  -1.29458  0.29653  0.08
H  -0.38374  0.22789  -1.84294  0.07
H  -1.22862  -4.45407  -0.26771  0.14
H  -0.68159  5.82383  -3.04361  0.07
H  0.65637  -0.83686  -0.11817  0.06
H  2.08131  -1.89459  -0.05662  0.09
H  4.07921  -0.38063  5.59337  0.11
H  1.22482  3.49430  -3.60149  0.12
H  0.48228  -2.22123  1.90101  0.11
H  -1.80584  -0.62794  -2.46761  0.03

Forces on atoms 1 to 3 (eV/Å):
P 5.55 -4.72 -1.06
P 1.55 0.23 7.21
Si 0.46 0.37 0.64

(2)
A single C5H11NO molecule. Source: OMol25; level of theory: ωB97M-V/def2-TZVPD.

Results
energy relative to the best compared isomer or geometry (same formula, charge and spin) = 0.267 eV
highest occupied orbital energy = -9.7 eV
SMILES = CC[C@@H](C)NC=O
M = 101.149 g/mol
net charge = 0
LUMO energy = 0.963 eV
frontier orbital gap = 0.3922 Eh
spin multiplicity = 1

Each line ends with the Löwdin charge.
CARTESIAN COORDINATES (ANGSTROEM)
O  0.30510  2.98360  1.77113  0.01
N  0.48284  0.96155  0.71012  0.05
C  0.42128  -1.41010  1.34421  -0.06
C  -0.55373  0.17317  -2.09266  -0.11
C  -0.09936  -0.33590  0.38607  -0.41
C  -0.20260  2.02037  1.22522  -0.36
C  0.14615  -0.72396  -1.07678  -0.23
H  -0.09264  -2.36161  1.17893  0.08
H  -0.19421  1.20553  -2.02746  0.07
H  1.49413  -1.59267  1.19412  0.08
H  -0.18399  -1.76230  -1.21407  0.11
H  -1.17967  -0.22251  0.54216  0.14
H  -1.63936  0.18601  -1.93322  0.07
H  1.48583  1.00575  0.88138  0.15
H  1.23085  -0.72342  -1.25770  0.12
H  -1.29784  1.90746  1.09284  0.14
H  0.25065  -1.11689  2.38437  0.08
H  -0.37343  -0.19408  -3.10865  0.07

Forces on atoms 1 to 3 (eV/Å):
O -0.27 -0.49 -0.45
N 0.38 0.30 0.22
C -0.04 -0.07 0.04

(3)
7 unconnected molecules or ions with the total composition C43H98N5O8. Source: OMol25; level of theory: ωB97M-V/def2-TZVPD.

Results
highest occupied orbital energy = -10.7 eV
M = 813.284 g/mol
net charge = +3
LUMO energy = -6.435 eV
frontier orbital gap = 0.1571 Eh
spin multiplicity = 1

Each line ends with the Löwdin charge.
CARTESIAN COORDINATES (ANGSTROEM)
O  13.49731  -26.30998  -29.47579  -0.08
O  14.01145  -26.12303  -34.00673  -0.19
O  9.99773  -22.80190  -29.39489  -0.20
O  14.03875  -30.89129  -31.74679  -0.19
O  7.35966  -20.96521  -28.07733  -0.19
O  15.42843  -20.76683  -24.71288  -0.07
O  15.11840  -25.41655  -30.75210  -0.07
O  17.45047  -21.65093  -24.39063  -0.11
N  14.46835  -27.95230  -31.99444  0.07
N  20.14343  -24.56156  -22.71460  -0.24
N  9.03321  -28.48678  -30.23024  -0.26
N  18.78254  -24.46048  -32.49128  -0.26
N  7.29182  -22.60728  -30.49028  0.07
C  18.85007  -25.88509  -32.96695  0.04
C  6.85712  -29.79884  -29.62111  -0.22
C  16.09094  -22.43371  -26.21884  -0.06
C  14.12981  -26.66441  -35.33676  -0.07
C  7.74055  -28.53865  -29.43425  -0.11
C  10.02331  -29.57134  -29.88595  -0.09
C  10.02652  -27.01036  -28.41225  -0.15
C  8.76734  -28.54432  -31.70026  0.03
C  17.15438  -22.45072  -32.38046  -0.15
C  14.57855  -28.79432  -30.72638  -0.09
C  10.95633  -28.16544  -28.00613  -0.17
C  9.62208  -27.11933  -29.87892  -0.10
C  5.62961  -29.77257  -28.73482  -0.08
C  19.42727  -24.87500  -21.39708  -0.10
C  15.01485  -30.23729  -30.96823  -0.20
C  14.02209  -32.27643  -31.52250  -0.10
C  9.75897  -22.23184  -30.66123  -0.21
C  12.89544  -26.70950  -33.33566  -0.21
C  11.27010  -23.46110  -29.26954  -0.06
C  19.98868  -23.05210  -34.25310  -0.24
C  17.12902  -22.45711  -30.87780  -0.18
C  21.27390  -22.44028  -34.75430  -0.09
C  16.32025  -21.60366  -24.97038  -0.78
C  8.40836  -21.54482  -30.66317  -0.04
C  6.85495  -23.13247  -29.12350  -0.08
C  19.18538  -25.12847  -23.78090  -0.12
C  17.45965  -23.83708  -32.92753  -0.11
C  10.45008  -29.53337  -28.40233  -0.14
C  13.20206  -28.08957  -32.78414  -0.09
C  14.42840  -25.48293  -29.70712  -0.70
C  20.06109  -23.68347  -32.87773  -0.08
C  21.58013  -25.56964  -20.29524  -0.19
C  18.36312  -23.10834  -30.28288  -0.15
C  19.55006  -24.61714  -25.15745  -0.22
C  8.23347  -21.30071  -26.98558  -0.06
C  20.21307  -23.06564  -22.77911  0.02
C  21.53932  -25.18396  -22.82306  -0.09
C  14.95016  -24.71462  -28.48713  -0.01
C  20.30961  -24.79943  -20.15619  -0.18
C  22.34164  -25.08174  -21.52852  -0.16
C  18.70396  -24.44032  -30.95561  -0.11
C  6.38321  -21.96476  -28.24658  -0.20
C  18.54674  -25.17090  -26.17650  -0.10
H  8.50161  -29.56180  -31.97548  0.12
H  15.78565  -24.10389  -28.84735  0.04
H  21.64027  -21.55892  -34.21597  0.09
H  15.84212  -21.84221  -27.10066  0.07
H  16.22390  -22.97951  -30.55914  0.09
H  11.16384  -28.14174  -26.93585  0.13
H  19.33088  -26.20919  -23.75009  0.13
H  8.12415  -21.24367  -31.67485  0.14
H  13.32719  -32.60984  -30.74540  0.09
H  9.55479  -29.85350  -27.86252  0.12
H  18.64091  -24.13696  -21.25429  0.14
H  19.24043  -22.46360  -30.38362  0.12
H  23.37443  -25.42776  -21.57650  0.13
H  16.98079  -23.02172  -26.45903  0.03
H  16.99562  -21.48409  -30.40084  0.13
H  15.00013  -32.72843  -31.32583  0.10
H  12.11980  -26.80397  -34.10038  0.13
H  6.39804  -22.31010  -30.88811  0.18
H  7.68928  -21.04204  -26.06912  0.10
H  22.03308  -23.20896  -34.88518  0.09
H  17.48932  -23.79225  -34.01650  0.13
H  20.88468  -24.38675  -32.76888  0.14
H  9.72767  -28.34707  -32.17734  0.10
H  10.48308  -21.43228  -30.85272  0.14
H  22.05435  -24.90757  -23.73790  0.13
H  22.14767  -25.43883  -19.37516  0.13
H  18.58183  -24.67539  -27.14572  0.05
H  13.33903  -28.76936  -33.62252  0.13
H  6.57116  -29.83944  -30.67774  0.11
H  16.21964  -22.00335  -32.72397  0.13
H  19.58095  -24.91423  -30.51289  0.14
H  9.89821  -22.93103  -31.49345  0.13
H  9.27892  -26.87495  -27.63280  0.12
H  17.88162  -26.31171  -32.72054  0.09
H  11.38065  -24.34288  -29.90344  0.07
H  19.74682  -26.25114  -32.47843  0.11
H  16.70109  -24.56177  -32.62350  0.11
H  18.91111  -25.83674  -34.05269  0.11
H  19.02079  -25.88180  -21.48336  0.14
H  14.62221  -26.95584  -31.75653  0.10
H  13.55385  -28.84504  -30.36739  0.11
H  13.71861  -32.82138  -32.42110  0.10
H  5.80154  -29.34798  -27.74649  0.08
H  21.26601  -26.23288  -22.97993  0.13
H  8.98925  -26.29947  -30.21738  0.12
H  7.59483  -23.35094  -31.11935  0.16
H  21.13136  -21.90506  -35.69787  0.09
H  14.28935  -23.96418  -28.05345  0.07
H  6.03144  -23.82287  -29.31002  0.13
H  20.50252  -23.74519  -19.93489  0.12
H  10.52370  -27.03871  -30.49327  0.13
H  15.00707  -30.57478  -29.92464  0.14
H  18.21782  -24.80132  -23.41049  0.14
H  18.19092  -23.20704  -29.21047  0.11
H  19.72207  -25.13632  -19.29969  0.13
H  20.60226  -24.78550  -25.37886  0.11
H  15.43348  -25.26752  -27.68251  0.08
H  17.51884  -25.05441  -25.83787  0.07
H  22.57820  -24.01872  -21.37448  0.12
H  15.36527  -28.12371  -32.45532  0.18
H  15.99120  -30.38478  -31.43613  0.14
H  10.91243  -29.51171  -30.51172  0.12
H  20.14141  -22.94708  -32.08241  0.12
H  20.63531  -22.68776  -21.85177  0.10
H  11.93232  -27.95599  -28.45724  0.10
H  10.69602  -26.14950  -28.35006  0.10
H  8.16343  -20.71326  -30.01428  0.13
H  4.84759  -29.15471  -29.18524  0.08
H  15.24457  -23.09434  -26.00923  0.06
H  5.17163  -30.75879  -28.69884  0.09
H  11.28216  -23.74301  -28.21945  0.10
H  19.22396  -22.65162  -22.97871  0.10
H  13.89924  -27.72308  -35.45248  0.09
H  12.06702  -22.73643  -29.44120  0.10
H  21.37247  -26.63257  -20.45381  0.12
H  8.50241  -22.34934  -26.85349  0.09
H  12.45800  -28.47138  -32.09284  0.11
H  15.07390  -26.25596  -35.68394  0.10
H  18.78862  -26.22942  -26.31372  0.08
H  19.36885  -23.53882  -25.09934  0.10
H  7.17491  -27.67880  -29.78802  0.14
H  5.90009  -22.32416  -27.33428  0.14
H  11.20484  -30.29333  -28.20266  0.13
H  17.87819  -21.83125  -32.92354  0.11
H  17.88489  -25.14336  -30.76897  0.12
H  13.37007  -26.18911  -35.97258  0.10
H  19.81354  -23.82235  -35.01650  0.12
H  19.15839  -22.36571  -34.42493  0.10
H  9.46755  -30.48868  -30.07205  0.13
H  20.90072  -22.75488  -23.56388  0.11
H  7.96665  -28.44967  -28.37784  0.12
H  15.21216  -28.23544  -30.04441  0.13
H  7.69612  -23.72016  -28.76081  0.11
H  9.09665  -20.64115  -26.98338  0.10
H  5.56273  -21.42356  -28.73190  0.14
H  12.59652  -26.07917  -32.49726  0.12
H  8.04242  -27.79493  -32.00213  0.12
H  7.40595  -30.74217  -29.55389  0.11

Forces on atoms 1 to 3 (eV/Å):
O -0.36 0.51 -0.94
O -0.34 -1.20 0.42
O -0.30 -0.53 -0.62

(4)
A molecular structure, C36H54CuN2O3P. Source: OMol25; level of theory: ωB97M-V/def2-TZVPD.

Results
<S²> = 0.755
highest occupied orbital energy (alpha / beta) = -11.4 / -11.5 eV
M = 657.359 g/mol
net charge = +1
LUMO energy (alpha / beta) = -2.248 / -4.514 eV
frontier orbital gap (alpha / beta) = 0.3374 / 0.2554 Eh
spin multiplicity = 2

Each line ends with the Löwdin charge.
CARTESIAN COORDINATES (ANGSTROEM)
Cu  0.40247  -0.08530  -0.45188  0.57
P  -1.16018  1.11030  -1.75168  1.20
O  0.85540  -2.71858  -1.84717  -0.17
O  1.73970  -0.27126  -1.90600  -0.22
O  2.13934  0.20114  0.56278  -0.14
N  2.96442  -0.02930  -1.54156  0.04
N  3.15055  0.20632  -0.30714  -0.16
C  -1.30324  3.70364  -3.14133  -0.07
C  0.38559  -0.73155  2.73888  0.02
C  1.35878  -4.03501  -1.66417  -0.13
C  -1.17063  1.81080  3.77630  -0.02
C  0.87832  2.85083  -2.34481  -0.09
C  -3.69541  1.89418  -0.89151  -0.08
C  0.39434  -2.09987  2.51335  -0.15
C  1.91512  -2.59847  4.53005  -0.06
C  -3.00113  0.95506  -3.96069  -0.07
C  -2.11687  -3.69903  -0.67681  -0.05
C  -2.52400  0.43232  0.63043  -0.19
C  -2.11593  -1.12346  -2.95722  -0.08
C  -1.36161  -0.42382  1.07352  -0.16
C  4.47341  0.71562  0.09849  -0.15
C  1.40405  -3.05932  3.16940  -0.35
C  6.84985  1.86366  0.95910  -0.08
C  5.38637  1.20618  -0.82910  -0.02
C  -0.46774  -2.60760  1.57725  0.02
C  2.56931  -3.20290  2.18684  -0.05
C  -3.55460  -2.98780  1.27032  -0.03
C  -0.42710  0.13576  2.03290  -0.15
C  -4.78301  1.92874  -0.01728  -0.04
C  -2.56872  1.13867  -0.58886  -0.29
C  -2.53764  -2.52216  0.22363  -0.36
C  4.75953  0.79724  1.45504  -0.02
C  -4.73160  1.17914  1.12916  -0.04
C  6.57863  1.78087  -0.39767  -0.06
C  -1.76946  0.32886  -3.33305  -0.67
C  0.92956  2.31397  2.47681  -0.06
C  -3.62210  0.43193  1.47554  -0.02
C  -0.83001  3.66039  -0.71744  -0.08
C  -0.61546  2.90570  -2.02859  -0.65
C  -0.43276  1.60151  2.41018  -0.35
C  -1.38706  -1.80941  0.91617  -0.14
C  5.97022  1.33317  1.88288  -0.06
C  -0.60986  0.32350  -4.31128  -0.08
H  -5.60601  1.11681  1.74125  0.11
H  6.16220  1.37419  2.94038  0.11
H  -3.83961  0.96002  -3.27797  0.07
H  -0.53829  1.46707  4.58463  0.08
H  3.28755  -3.97893  2.46956  0.09
H  0.76482  3.36386  2.69191  0.09
H  3.08328  -2.24562  2.10419  0.07
H  0.91505  -4.06808  3.23118  0.15
H  7.73746  2.34723  1.33818  0.11
H  -2.43237  -1.63163  -3.85309  0.10
H  2.40015  -4.06455  -1.40103  0.07
H  1.47079  2.52335  -1.47930  0.07
H  0.84132  -4.45769  -0.80232  0.07
H  2.21834  -3.42241  1.16299  0.07
H  -2.15015  1.33626  3.73326  0.07
H  7.29397  2.21155  -1.10001  0.12
H  -3.80369  -2.15712  1.93917  0.07
H  -0.87759  -0.23793  -5.19984  0.10
H  -3.05107  -3.74201  1.89367  0.10
H  1.19352  -4.67242  -2.54839  0.09
H  4.05561  0.41851  2.20585  0.11
H  -0.45220  4.70943  -0.77762  0.12
H  1.16328  -2.19205  5.19437  0.08
H  -3.00986  -4.07721  -1.17262  0.09
H  -1.78686  -4.55658  -0.05836  0.09
H  -1.01818  2.13288  1.65852  0.10
H  -0.42405  1.36670  -4.62750  0.08
H  -1.17648  3.31057  -4.12397  0.06
H  -1.37891  -3.40583  -1.39563  0.04
H  -3.77821  2.46651  -1.83006  0.11
H  1.21581  3.84874  -2.58327  0.09
H  -2.95643  -1.14711  -2.25417  0.08
H  -3.06054  -1.78056  -0.39676  0.11
H  -2.77592  1.95947  -4.36595  0.08
H  -3.61356  -0.08980  2.40572  0.11
H  -1.22962  -1.64667  -2.55663  0.06
H  -3.31887  0.37547  -4.83453  0.10
H  -0.24870  3.17986  0.07447  0.06
H  1.07400  -0.29718  3.46150  0.13
H  2.43955  -3.35907  5.08177  0.08
H  -5.62911  2.55241  -0.24250  0.11
H  -2.36972  3.86960  -2.93812  0.09
H  1.14542  2.16019  -3.14423  0.07
H  -4.42452  -3.34173  0.74326  0.09
H  -1.87231  3.64923  -0.41530  0.07
H  -0.85176  4.68576  -3.07217  0.09
H  1.47323  -2.17763  -2.35764  0.06
H  1.49469  2.25356  1.55730  0.05
H  -0.45020  -3.66203  1.45452  0.12
H  -1.31333  2.88807  3.95118  0.09
H  5.22498  1.13468  -1.91273  0.12
H  1.52288  1.85901  3.26714  0.08
H  0.31226  -0.10438  -3.90530  0.07
H  2.62911  -1.80942  4.31727  0.07

Forces on atoms 1 to 3 (eV/Å):
Cu 0.34 0.10 -0.20
P -0.35 0.21 0.41
O 0.03 -0.09 0.02